# 1
{"formula": "C4H6O2", "method": "the ωB97M-V functional and the def2-TZVPD basis", "smiles": "CC=C=O.C=O", "homo_lumo_gap_ev": 9.645, "homo_energy_ev": -8.99, "charge": 0, "spin_multiplicity": 1, "de_lowest_kj_mol": 216.8, "elements": ["C", "C", "C", "O", "H", "H", "H", "H", "C", "O", "H", "H"], "coordinates": [[-1.73, 0.58, 0.33], [-0.54, 0.34, -0.58], [-0.31, -0.83, -1.13], [-0.10, -1.89, -1.57], [-1.41, 1.14, 1.21], [-2.53, 1.14, -0.16], [-2.15, -0.37, 0.67], [0.13, 1.15, -0.85], [2.14, -0.31, 0.52], [2.65, -0.66, -0.51], [1.57, -0.99, 1.17], [2.20, 0.74, 0.89]]}

# 2
{"formula": "C17H45N8O3P2", "method": "the ωB97M-V functional and the def2-TZVPD basis", "homo_lumo_gap_ev": 5.969, "homo_energy_ev": -9.34, "charge": 1, "spin_multiplicity": 1, "de_lowest_kj_mol": 680.2, "elements": ["O", "C", "N", "C", "C", "C", "C", "N", "H", "H", "H", "H", "H", "H", "H", "H", "H", "O", "P", "N", "C", "C", "N", "C", "C", "N", "C", "C", "H", "H", "H", "H", "H", "H", "H", "H", "H", "H", "H", "H", "H", "H", "H", "H", "H", "H", "O", "P", "N", "C", "C", "N", "C", "C", "N", "C", "C", "H", "H", "H", "H", "H", "H", "H", "H", "H", "H", "H", "H", "H", "H", "H", "H", "H", "H"], "coordinates": [[-4.16, 3.65, 2.21], [-4.31, 4.54, 1.33], [-4.67, 5.08, 0.18], [-3.54, 5.09, -0.80], [-2.59, 6.43, -0.67], [-1.34, 5.87, -1.57], [-1.27, 4.37, -0.91], [-2.70, 3.86, -1.02], [-4.11, 5.17, -1.81], [-2.09, 6.53, 0.36], [-3.17, 7.34, -1.06], [-1.51, 5.75, -2.71], [-0.30, 6.33, -1.40], [-1.19, 4.55, 0.24], [-0.42, 3.67, -1.22], [-2.89, 3.41, -1.93], [-2.76, 3.05, -0.37], [-0.39, 1.07, 1.57], [-0.97, -0.22, 2.18], [-1.87, 0.67, 3.34], [-1.79, 0.79, 4.78], [-3.13, 1.21, 2.85], [0.59, -0.73, 2.74], [0.95, -1.06, 4.11], [1.74, -0.03, 2.15], [-1.64, -1.74, 2.85], [-2.45, -2.34, 1.77], [-2.31, -2.04, 4.10], [-2.61, 0.25, 5.28], [-1.89, 1.83, 5.10], [-0.86, 0.43, 5.21], [-3.85, 0.41, 2.66], [-2.97, 1.76, 1.92], [-3.59, 1.91, 3.55], [0.99, -0.17, 4.74], [1.95, -1.50, 4.15], [0.31, -1.81, 4.55], [1.85, 0.98, 2.58], [1.66, 0.05, 1.07], [2.68, -0.56, 2.34], [-3.36, -1.76, 1.59], [-2.75, -3.38, 2.00], [-1.89, -2.38, 0.84], [-3.30, -1.57, 4.17], [-1.72, -1.80, 4.98], [-2.48, -3.12, 4.17], [2.34, -1.68, -0.56], [2.36, -2.60, -1.80], [3.83, -1.92, -2.34], [4.19, -1.12, -3.49], [5.03, -2.45, -1.71], [0.95, -1.85, -2.46], [0.83, -1.24, -3.77], [0.16, -1.02, -1.54], [2.36, -3.71, -3.19], [2.48, -5.07, -2.64], [3.10, -3.70, -4.45], [4.75, -1.69, -4.24], [4.85, -0.29, -3.21], [3.34, -0.66, -4.00], [5.20, -3.49, -2.01], [4.93, -2.43, -0.62], [5.93, -1.88, -1.95], [1.39, -0.30, -3.84], [-0.22, -0.99, -4.00], [1.12, -1.90, -4.58], [0.66, -0.05, -1.35], [-0.01, -1.51, -0.58], [-0.83, -0.79, -1.93], [3.47, -5.24, -2.22], [2.29, -5.85, -3.40], [1.75, -5.23, -1.84], [4.17, -3.87, -4.31], [2.93, -2.80, -5.04], [2.74, -4.51, -5.09]]}

# 3
{"formula": "C14H42O7", "method": "the ωB97M-V functional and the def2-TZVPD basis", "smiles": "CCO.CCO.CCO.CCO.CCO.CCO.CCO", "homo_lumo_gap_ev": 9.510, "homo_energy_ev": -9.18, "charge": 0, "spin_multiplicity": 1, "de_lowest_kj_mol": 920.0, "elements": ["C", "C", "O", "H", "H", "H", "H", "H", "H", "C", "C", "O", "H", "H", "H", "H", "H", "H", "C", "C", "O", "H", "H", "H", "H", "H", "H", "C", "C", "O", "H", "H", "H", "H", "H", "H", "C", "C", "O", "H", "H", "H", "H", "H", "H", "C", "C", "O", "H", "H", "H", "H", "H", "H", "C", "C", "O", "H", "H", "H", "H", "H", "H"], "coordinates": [[-9.34, -30.10, 3.22], [-8.54, -29.02, 3.91], [-9.39, -27.88, 4.14], [-8.71, -31.04, 2.84], [-9.81, -29.73, 2.38], [-10.10, -30.61, 3.88], [-7.67, -28.71, 3.19], [-8.25, -29.20, 4.75], [-8.91, -27.39, 4.79], [-5.43, -33.33, -0.54], [-6.36, -34.65, -0.43], [-7.25, -34.55, -1.41], [-4.92, -33.34, -1.48], [-5.14, -33.13, 0.33], [-5.94, -32.39, -0.61], [-6.56, -34.70, 0.68], [-5.64, -35.47, -0.55], [-7.65, -35.23, -1.11], [-4.30, -36.27, 4.55], [-4.60, -34.78, 4.77], [-3.48, -33.91, 4.87], [-5.40, -36.77, 4.57], [-3.78, -36.57, 5.53], [-3.83, -36.51, 3.55], [-5.11, -34.60, 5.62], [-5.22, -34.51, 3.98], [-3.70, -32.93, 5.01], [-1.64, -26.08, 1.62], [-1.79, -27.55, 1.63], [-0.72, -28.06, 2.43], [-1.88, -25.64, 2.54], [-2.25, -25.55, 0.89], [-0.78, -25.58, 1.39], [-1.61, -27.80, 0.53], [-2.70, -28.16, 1.99], [-0.47, -28.94, 2.25], [-7.14, -31.09, 7.36], [-5.94, -31.23, 8.35], [-4.67, -31.02, 7.65], [-7.31, -30.14, 7.12], [-8.14, -31.40, 7.70], [-6.86, -31.84, 6.51], [-5.83, -32.32, 8.81], [-6.21, -30.64, 9.35], [-3.94, -31.00, 8.29], [-5.48, -26.28, 2.22], [-6.53, -25.27, 2.73], [-6.37, -24.03, 2.06], [-5.82, -26.78, 1.29], [-5.45, -27.25, 2.81], [-4.58, -25.90, 2.15], [-6.33, -25.05, 3.71], [-7.43, -25.76, 2.62], [-6.74, -24.16, 1.19], [-4.60, -30.69, 2.77], [-5.24, -30.90, 4.16], [-4.35, -31.53, 5.07], [-3.51, -29.97, 2.92], [-5.36, -30.03, 2.17], [-4.24, -31.60, 2.23], [-6.06, -31.60, 3.87], [-5.54, -29.96, 4.58], [-4.62, -31.37, 5.99]]}

# 4
{"formula": "C5H14", "method": "the ωB97M-V functional and the def2-TZVPD basis", "homo_lumo_gap_ev": [2.660, 11.578], "homo_energy_ev": [1.55, -7.27], "charge": -1, "spin_multiplicity": 2, "s2": 0.75, "de_lowest_kj_mol": 225.5, "elements": ["C", "C", "H", "H", "H", "H", "H", "H", "C", "C", "C", "H", "H", "H", "H", "H", "H", "H", "H"], "coordinates": [[-0.78, -1.40, -1.16], [0.04, -0.91, -2.45], [-1.36, -2.37, -1.51], [-0.32, -1.81, -0.33], [-1.43, -0.65, -0.72], [1.09, -1.14, -2.24], [-0.10, 0.24, -2.32], [-0.07, -1.40, -3.30], [-0.21, 1.13, 1.20], [0.70, 1.01, 0.06], [0.18, 0.29, 2.44], [-0.54, 2.21, 1.36], [-1.13, 0.63, 0.83], [1.30, 1.94, -0.09], [0.00, 0.89, 3.43], [-0.21, -0.67, 2.34], [0.29, 0.77, -0.83], [1.56, 0.41, 0.35], [1.35, 0.24, 2.42]]}

# 5
{"formula": "C30H34N5O9", "method": "the ωB97M-V functional and the def2-TZVPD basis", "homo_lumo_gap_ev": 4.617, "homo_energy_ev": -3.87, "charge": -1, "spin_multiplicity": 1, "de_lowest_kj_mol": 179.0, "elements": ["C", "C", "O", "N", "C", "C", "C", "C", "C", "N", "C", "C", "C", "C", "C", "O", "O", "H", "H", "H", "H", "H", "H", "H", "H", "H", "H", "H", "H", "H", "H", "H", "H", "H", "H", "H", "C", "C", "C", "C", "C", "C", "N", "O", "O", "H", "H", "H", "H", "H", "C", "C", "C", "C", "C", "C", "N", "O", "O", "H", "H", "H", "H", "H", "C", "C", "C", "C", "C", "C", "N", "O", "O", "H", "H", "H", "H", "H"], "coordinates": [[2.75, -6.98, -0.23], [3.10, -6.02, -1.45], [4.25, -5.20, -1.19], [3.82, -4.18, -0.35], [4.42, -2.87, -0.71], [3.25, -1.92, -1.20], [2.64, -1.00, -0.08], [1.94, -1.77, 1.09], [0.42, -2.16, 0.84], [0.02, -2.36, -0.56], [-0.12, -3.63, -1.11], [-0.48, -3.62, -2.51], [-0.61, -2.15, -2.83], [-0.30, -1.47, -1.60], [5.31, -2.26, 0.43], [5.84, -1.14, 0.21], [5.51, -2.83, 1.58], [3.34, -6.72, 0.69], [1.67, -6.86, 0.05], [2.98, -8.03, -0.58], [2.23, -5.32, -1.56], [3.19, -6.57, -2.43], [3.96, -4.40, 0.64], [5.10, -3.08, -1.59], [2.48, -2.59, -1.69], [3.66, -1.29, -2.04], [1.96, -0.26, -0.58], [3.45, -0.37, 0.39], [1.96, -1.11, 2.00], [2.50, -2.73, 1.27], [0.27, -3.17, 1.34], [-0.27, -1.46, 1.40], [0.04, -4.62, -0.64], [-0.64, -4.45, -3.23], [-0.88, -1.61, -3.75], [-0.27, -0.40, -1.31], [0.45, 5.06, -2.76], [0.07, 4.52, -3.98], [0.23, 3.17, -4.23], [0.78, 2.36, -3.25], [1.17, 2.89, -2.03], [1.01, 4.24, -1.79], [0.93, 0.92, -3.49], [0.58, 0.49, -4.58], [1.38, 0.24, -2.59], [0.32, 6.11, -2.57], [-0.37, 5.17, -4.74], [-0.08, 2.76, -5.19], [1.61, 2.26, -1.26], [1.31, 4.66, -0.84], [-5.64, -2.14, 2.97], [-6.28, -0.97, 2.60], [-5.57, 0.04, 1.96], [-4.22, -0.15, 1.69], [-3.57, -1.32, 2.06], [-4.29, -2.32, 2.71], [-3.47, 0.89, 0.99], [-4.07, 1.92, 0.68], [-2.30, 0.68, 0.74], [-6.20, -2.93, 3.47], [-7.34, -0.83, 2.81], [-6.08, 0.95, 1.67], [-2.52, -1.47, 1.86], [-3.80, -3.24, 3.00], [-1.83, 6.02, 4.41], [-0.67, 6.51, 3.82], [-0.51, 6.43, 2.44], [-1.51, 5.85, 1.67], [-2.66, 5.34, 2.25], [-2.82, 5.43, 3.63], [-1.35, 5.78, 0.21], [-0.31, 6.21, -0.27], [-2.26, 5.29, -0.43], [-1.96, 6.09, 5.48], [0.10, 6.97, 4.43], [0.40, 6.82, 1.99], [-3.44, 4.89, 1.65], [-3.72, 5.04, 4.10]]}

# 6
{"formula": "C3H6N3S", "method": "the ωB97M-V functional and the def2-TZVPD basis", "homo_lumo_gap_ev": [7.131, 7.135], "homo_energy_ev": [-12.85, -12.85], "charge": 1, "spin_multiplicity": 1, "de_lowest_kj_mol": 543.9, "elements": ["C", "C", "C", "N", "N", "N", "S", "H", "H", "H", "H", "H", "H"], "coordinates": [[0.56, -1.78, 0.14], [-0.64, 0.24, -0.03], [-1.75, 1.16, 0.06], [1.64, -1.24, -0.16], [1.90, -0.12, -0.54], [-0.66, -1.01, 0.22], [2.75, 1.05, 0.22], [0.56, -2.79, 0.26], [-1.93, 1.33, 1.24], [-2.59, 0.71, -0.47], [-1.63, 2.24, -0.34], [-1.41, -1.50, 0.46], [3.19, 1.72, -1.05]]}

# 7
{"formula": "C5H7NO", "method": "the ωB97M-V functional and the def2-TZVPD basis", "homo_lumo_gap_ev": 9.912, "homo_energy_ev": -9.63, "charge": 0, "spin_multiplicity": 1, "de_lowest_kj_mol": 493.3, "elements": ["N", "C", "O", "C", "C", "C", "C", "H", "H", "H", "H", "H", "H", "H"], "coordinates": [[-1.37, 1.04, -2.11], [-1.17, 2.10, -1.66], [-1.19, -1.60, -1.36], [-1.03, -1.71, -0.17], [0.72, 0.43, 1.72], [1.70, 0.11, 0.64], [0.67, 1.20, 0.69], [-1.48, 0.04, -2.25], [-0.66, -2.66, 0.26], [-1.22, -0.88, 0.54], [0.41, 0.23, 2.74], [1.57, -0.77, -0.01], [2.75, 0.38, 0.78], [0.29, 2.08, 0.19]]}

# 8
{"formula": "C9H8N3", "method": "the ωB97M-V functional and the def2-TZVPD basis", "homo_lumo_gap_ev": 6.187, "homo_energy_ev": -12.51, "charge": 1, "spin_multiplicity": 1, "de_lowest_kj_mol": 587.7, "elements": ["C", "C", "C", "C", "C", "C", "C", "C", "C", "N", "N", "N", "H", "H", "H", "H", "H", "H", "H", "H"], "coordinates": [[2.62, 0.68, -0.17], [2.54, -0.73, 0.15], [1.50, 1.41, -0.31], [1.32, -1.27, 0.36], [-0.82, 1.58, 0.41], [-1.06, -1.52, -0.13], [-3.05, 0.93, -0.21], [0.11, 0.78, -0.47], [0.10, -0.70, -0.08], [-2.02, 1.36, 0.24], [-2.40, -1.45, -0.15], [-3.25, -0.49, -0.06], [3.61, 1.27, -0.12], [3.29, -1.45, 0.40], [1.66, 2.43, -0.34], [1.36, -2.31, 0.74], [-0.58, 2.08, 1.32], [-0.69, -2.64, -0.16], [-0.13, 0.99, -1.47], [-4.13, -0.95, 0.05]]}

# 9
{"formula": "C3H6N2O2S", "method": "the ωB97M-V functional and the def2-TZVPD basis", "homo_lumo_gap_ev": 9.155, "homo_energy_ev": -8.71, "charge": 0, "spin_multiplicity": 1, "de_lowest_kj_mol": 519.9, "elements": ["C", "C", "C", "H", "H", "H", "H", "H", "H", "N", "N", "O", "O", "S"], "coordinates": [[1.16, -1.58, 0.10], [0.66, -0.09, -0.05], [-3.27, 0.42, -0.17], [2.33, -1.45, -0.03], [0.98, -2.00, 1.07], [0.90, -2.21, -0.82], [2.43, 0.38, 0.60], [0.92, 2.47, -0.09], [-4.36, -0.14, -0.32], [1.83, 0.64, -0.09], [-0.45, 0.47, -0.15], [1.88, 2.20, -0.13], [-3.37, 1.59, 0.21], [-1.64, -0.69, -0.12]]}

# 10
{"formula": "H19LiO10", "method": "the ωB97M-V functional and the def2-TZVPD basis", "homo_lumo_gap_ev": 8.442, "homo_energy_ev": -9.54, "charge": 0, "spin_multiplicity": 1, "de_lowest_kj_mol": 187.3, "elements": ["Li", "O", "H", "O", "H", "H", "O", "H", "H", "O", "H", "H", "O", "H", "H", "O", "H", "H", "O", "H", "H", "O", "H", "H", "O", "H", "H", "O", "H", "H"], "coordinates": [[9.69, 12.39, 40.88], [7.86, 11.87, 40.21], [7.14, 11.74, 40.94], [4.76, 9.99, 39.79], [5.16, 10.39, 40.56], [3.72, 10.03, 39.87], [8.37, 9.62, 37.70], [8.57, 10.48, 37.37], [8.42, 9.62, 38.69], [6.57, 14.28, 39.78], [7.01, 13.45, 40.11], [5.62, 13.99, 39.32], [8.59, 9.38, 40.41], [8.37, 10.39, 40.20], [9.56, 9.31, 40.14], [5.54, 10.92, 42.65], [5.33, 10.60, 43.38], [5.58, 11.81, 42.83], [7.82, 9.44, 42.99], [7.98, 9.26, 42.12], [6.98, 10.02, 43.27], [5.74, 11.51, 37.74], [5.40, 10.91, 38.38], [6.65, 11.19, 37.71], [8.34, 12.24, 37.59], [8.11, 12.12, 38.61], [9.30, 12.73, 37.70], [9.59, 11.63, 42.70], [8.96, 10.92, 42.90], [9.55, 12.22, 43.51]]}

# 11
{"formula": "C39H31BaFN2O2SSb", "method": "the ωB97M-V functional and the def2-TZVPD basis", "homo_lumo_gap_ev": 4.664, "homo_energy_ev": -2.55, "charge": -1, "spin_multiplicity": 1, "elements": ["Ba", "O", "C", "C", "C", "C", "C", "C", "C", "N", "N", "C", "O", "C", "C", "C", "C", "C", "C", "H", "H", "H", "H", "H", "H", "H", "H", "H", "H", "F", "C", "C", "C", "C", "C", "C", "C", "H", "H", "H", "H", "H", "H", "S", "Sb", "C", "C", "C", "C", "C", "C", "C", "C", "C", "C", "C", "C", "C", "C", "C", "C", "C", "C", "H", "H", "H", "H", "H", "H", "H", "H", "H", "H", "H", "H", "H", "H", "H"], "coordinates": [[1.01, 0.64, -0.76], [-0.98, 0.30, 0.03], [-1.74, 0.90, 0.94], [-3.11, 1.05, 0.68], [-3.99, 1.56, 1.62], [-3.51, 1.95, 2.87], [-2.15, 1.87, 3.11], [-1.24, 1.39, 2.17], [0.18, 1.51, 2.50], [1.11, 1.51, 1.62], [2.38, 1.77, 2.05], [3.23, 1.77, 1.04], [2.94, 1.50, -0.17], [4.65, 2.15, 1.36], [5.46, 2.54, 0.30], [6.78, 2.92, 0.53], [7.29, 2.89, 1.82], [6.48, 2.50, 2.87], [5.16, 2.13, 2.65], [-3.47, 0.75, -0.30], [-5.04, 1.66, 1.38], [-4.18, 2.34, 3.62], [-1.76, 2.22, 4.06], [0.43, 1.70, 3.54], [5.04, 2.54, -0.69], [7.40, 3.24, -0.30], [8.32, 3.17, 2.00], [6.89, 2.48, 3.88], [4.53, 1.83, 3.47], [1.39, 5.27, -6.89], [1.19, 4.83, -5.60], [2.29, 4.61, -4.78], [2.09, 4.17, -3.49], [0.80, 3.96, -2.95], [0.62, 3.48, -1.59], [-0.28, 4.20, -3.83], [-0.09, 4.62, -5.14], [3.28, 4.78, -5.18], [2.94, 3.97, -2.85], [-0.39, 3.68, -1.22], [1.36, 3.91, -0.92], [-1.29, 4.04, -3.47], [-0.93, 4.80, -5.80], [1.71, -2.04, -0.40], [-0.51, -2.15, -0.06], [-0.79, -4.29, 0.04], [0.28, -5.18, 0.01], [0.07, -6.55, 0.14], [-1.22, -7.04, 0.30], [-2.29, -6.16, 0.32], [-2.07, -4.79, 0.19], [-1.81, -2.09, -1.75], [-3.14, -1.73, -1.69], [-3.97, -1.94, -2.78], [-3.46, -2.52, -3.94], [-2.12, -2.87, -4.01], [-1.30, -2.67, -2.91], [-1.31, -1.94, 1.89], [-0.42, -2.00, 2.95], [-0.88, -1.94, 4.25], [-2.24, -1.80, 4.50], [-3.14, -1.75, 3.44], [-2.67, -1.82, 2.13], [1.29, -4.79, -0.11], [0.91, -7.23, 0.12], [-1.39, -8.10, 0.41], [-3.30, -6.53, 0.44], [-2.93, -4.12, 0.20], [-3.54, -1.26, -0.80], [-5.02, -1.66, -2.73], [-4.11, -2.67, -4.79], [-1.73, -3.32, -4.91], [-0.26, -2.97, -2.95], [0.65, -2.09, 2.75], [-0.19, -1.98, 5.08], [-2.61, -1.73, 5.51], [-4.20, -1.63, 3.62], [-3.38, -1.76, 1.32]]}

# 12
{"formula": "C8H12N4", "method": "the ωB97M-V functional and the def2-TZVPD basis", "homo_lumo_gap_ev": [7.716, 3.983], "homo_energy_ev": [-11.66, -11.66], "charge": 1, "spin_multiplicity": 2, "s2": 0.76, "de_lowest_kj_mol": 88.2, "elements": ["C", "C", "C", "C", "N", "N", "H", "H", "H", "H", "H", "H", "C", "C", "C", "C", "N", "N", "H", "H", "H", "H", "H", "H"], "coordinates": [[-1.40, 1.41, 2.90], [-3.13, -0.06, 1.46], [-2.13, 0.81, 1.70], [-2.57, 0.94, -0.41], [-3.29, -0.11, 0.06], [-1.76, 1.48, 0.49], [-3.55, -0.87, 2.03], [-4.14, -0.42, -0.38], [-1.85, 1.02, 3.82], [-1.65, 2.48, 2.74], [-2.53, 1.15, -1.49], [-0.35, 1.16, 2.80], [2.91, 0.60, -2.52], [2.68, -0.37, -1.42], [2.86, -2.24, -0.47], [1.44, -0.66, -0.80], [3.61, -1.31, -0.99], [1.53, -1.85, -0.18], [3.14, -3.19, -0.02], [1.96, 1.03, -2.83], [3.26, 0.09, -3.42], [0.66, -2.37, -0.11], [0.58, -0.03, -0.61], [3.71, 1.29, -2.34]]}